Arrangement 1

Entry from OMol25: an isolated molecule of C3H5F2NO2 (the ωB97M-V functional and the def2-TZVPD basis).

Computed properties:
multiplicity	1
E_HOMO	-0.3653	Eh
SMILES string	O=CN(O)CC(F)F

Last column: Löwdin charge in e.
Element x y z (Å)
1 O -1.10 -2.36 0.96  -0.010
2 C -0.43 -1.33 0.65  -0.264
3 N -0.92 -0.19 0.10  -0.116
4 O -2.09 -0.40 -0.72  -0.041
5 C 0.06 0.63 -0.60  -0.072
6 C 1.25 1.08 0.34  -0.405
7 F 2.03 0.10 0.70  0.103
8 F 0.86 1.91 1.36  0.047
9 H 0.72 -1.36 0.74  0.160
10 H -2.32 -1.47 -0.61  0.189
11 H -0.27 1.51 -1.15  0.137
12 H 0.61 0.07 -1.31  0.113
13 H 1.61 1.82 -0.44  0.160

Arrangement 2

Entry from OMol25: an isolated molecule of C3H5F2NO2 (the ωB97M-V functional and the def2-TZVPD basis).

Computed properties:
multiplicity	1
E_HOMO	-0.3694	Eh
SMILES string	CC(F)(F)C(=O)NO

Last column: Löwdin charge in e.
Element x y z (Å)
1 C 1.91 -0.56 0.35  0.036
2 C 0.89 0.40 -0.27  -0.450
3 F 0.83 1.62 0.34  0.060
4 F 1.10 0.56 -1.59  0.091
5 C -0.73 -0.24 -0.03  -0.351
6 O -0.88 -1.43 0.09  0.086
7 N -1.70 0.69 -0.07  0.019
8 O -2.92 0.12 0.28  -0.005
9 H 1.23 -1.33 0.79  0.091
10 H 2.42 -0.98 -0.51  0.088
11 H 2.59 -0.10 1.00  0.071
12 H -1.56 1.62 0.16  0.127
13 H -3.18 -0.36 -0.54  0.137

Which structure is most stable, and how do the rest compare? From most to least stable: arrangement 2, arrangement 1.

Arrangement 1

Entry from OMol25: a cluster of 2 separate species, C2H7S2 in total (the ωB97M-V functional and the def2-TZVPD basis).

Computed properties:
charge	-1
multiplicity	1
E_HOMO	-0.0998	Eh

Last column: Löwdin charge in e.
Element x y z (Å)
1 C 0.45 0.22 1.41  -0.525
2 S 1.32 -1.14 0.55  0.646
3 C 0.20 -1.17 -0.87  -0.558
4 H -0.65 0.25 1.22  -0.016
5 H 0.84 1.15 1.05  -0.037
6 H 0.69 0.07 2.47  0.010
7 H 0.23 -2.20 -1.36  0.033
8 H -0.88 -1.10 -0.57  0.013
9 H 0.51 -0.44 -1.60  -0.044
10 S -1.03 1.67 -0.91  -0.037
11 H -1.67 2.70 -1.39  -0.485

Arrangement 2

Entry from OMol25: a cluster of 2 separate species, C2H7S2 in total (the ωB97M-V functional and the def2-TZVPD basis).

Computed properties:
charge	-1
multiplicity	1
E_HOMO	-0.0993	Eh

Last column: Löwdin charge in e.
Element x y z (Å)
1 C -0.18 -1.80 0.59  -0.531
2 S 1.60 -1.41 0.75  0.428
3 H -0.52 -2.39 1.44  -0.002
4 H -0.30 -2.37 -0.33  0.006
5 H -0.76 -0.89 0.51  -0.005
6 H 1.50 -0.26 -0.11  -0.302
7 C -0.40 1.84 -0.49  -0.666
8 S 1.13 1.28 -1.37  0.126
9 H -0.26 1.85 0.59  -0.008
10 H -1.27 1.26 -0.77  -0.020
11 H -0.53 2.88 -0.81  -0.028

Arrangement 3

Entry from OMol25: a cluster of 2 separate species, C2H7S2 in total (the ωB97M-V functional and the def2-TZVPD basis).

Computed properties:
charge	-1
multiplicity	1
E_HOMO	-0.0957	Eh

Last column: Löwdin charge in e.
Element x y z (Å)
1 S 2.13 1.59 1.60  -0.305
2 H 3.20 0.78 1.72  -0.486
3 C -0.59 0.46 -0.21  -0.533
4 S -1.43 -0.63 -1.32  0.687
5 C -1.14 -2.19 -0.62  -0.482
6 H -1.02 0.40 0.81  0.034
7 H 0.40 0.00 0.07  -0.024
8 H -0.43 1.52 -0.43  0.030
9 H -2.03 -2.80 -0.43  0.032
10 H -0.44 -1.99 0.19  0.030
11 H -0.55 -2.78 -1.33  0.016

Which structure is most stable, and how do the rest compare? From most to least stable: arrangement 2, arrangement 1, arrangement 3.